Record 1
104
Properties=species:S:1:pos:R:3:forces:R:3 method="wB97M-V/def2-TZVPD" e_lumo_ev=-1.43 max_force_ev_per_a=1.34 charge=+1 de_lowest_ev=0.024 multiplicity=1
H -3.388 -2.896 2.457 0.068 -0.053 0.130
H -0.726 4.049 2.968 -0.037 -0.066 0.023
H 1.503 4.005 3.820 0.003 -0.054 0.052
H -0.905 0.993 3.091 -0.051 -0.006 -0.057
C -3.229 -2.418 0.378 0.123 -0.082 -0.130
O -0.481 -0.780 -3.019 -0.065 0.012 0.039
N 4.339 2.224 -0.590 0.021 0.107 -0.014
H -1.244 2.028 1.665 -0.027 -0.040 0.065
H 4.804 -3.656 -0.589 -0.032 -0.015 -0.034
O 3.698 -1.271 -1.943 -0.219 -0.177 -0.278
C 4.208 -1.091 -0.853 0.071 -0.134 0.495
H 1.454 0.936 3.941 0.044 0.041 -0.021
N 0.105 1.845 -2.306 -0.262 0.010 0.063
C 0.944 1.886 -1.249 0.205 0.274 0.452
H -3.784 2.413 -3.105 -0.012 -0.014 0.036
N 0.978 -1.121 2.158 -0.665 0.068 0.282
C -3.949 -2.088 -0.765 -0.049 -0.074 0.164
H -5.833 -2.704 2.529 -0.052 -0.019 0.100
C 3.845 -3.462 -0.107 -0.075 0.063 0.228
O -2.704 0.741 -2.523 0.113 -0.090 0.048
H 1.502 -4.477 3.448 -0.010 0.043 -0.334
C -1.729 -2.515 0.349 -0.192 0.195 0.279
H 6.739 0.745 -1.613 -0.023 -0.021 -0.018
H 5.529 -0.020 -2.671 0.105 0.109 0.077
H -2.617 2.784 -0.920 -0.084 0.056 -0.040
H 5.588 2.725 -2.179 -0.030 -0.057 -0.036
H -1.121 -0.505 -1.195 -0.050 0.156 0.225
H 6.184 2.501 0.272 -0.044 -0.020 0.041
H -3.430 -1.928 -1.697 0.072 0.012 -0.121
H 4.481 -1.863 1.193 -0.157 0.046 -0.104
C -5.946 3.305 1.763 0.123 -0.508 -0.159
C 3.013 2.071 -0.395 -0.580 0.130 0.094
H 6.522 0.246 0.908 -0.079 0.027 0.067
C -5.507 2.300 1.284 0.063 0.369 0.043
C -3.927 -2.632 1.559 0.000 0.053 -0.130
H -4.763 0.345 1.404 -0.117 -0.008 -0.186
C -5.304 -2.525 1.603 -0.193 0.029 -0.025
H 3.056 -3.634 -0.841 0.100 0.042 -0.054
C -6.017 -2.199 0.453 0.389 -0.026 0.037
N 5.173 -0.175 -0.635 0.252 0.035 -0.217
H 4.824 0.074 1.415 0.035 -0.012 -0.039
H -0.118 1.756 -4.358 0.086 0.019 0.003
C 3.816 -1.990 0.336 0.492 -0.228 -0.425
N 0.384 1.798 -0.028 0.098 0.483 -0.034
N 2.567 2.021 0.858 0.340 -0.016 0.163
C -5.325 -1.982 -0.736 -0.370 -0.001 0.116
C -1.618 -0.952 -3.836 -0.460 0.076 -0.014
C 1.253 3.059 4.325 0.292 -0.200 -0.160
H -1.386 -3.296 1.027 0.093 0.017 -0.036
O -3.631 1.384 0.108 -0.088 -0.084 0.139
N 2.237 -1.313 2.033 1.100 -0.043 0.768
H -6.359 4.161 2.209 -0.222 0.517 0.242
H -2.131 -1.825 -3.423 0.005 0.080 -0.134
C 1.615 1.882 3.413 0.187 0.216 0.463
H 1.339 -1.859 -0.996 0.031 -0.133 -0.294
H -2.336 0.161 -0.239 0.240 -0.165 -0.026
N 0.758 1.897 2.247 -0.014 0.145 -0.027
H 3.807 -5.440 0.726 0.016 -0.004 0.079
H 1.799 2.996 5.266 0.044 0.019 -0.093
O -7.364 -2.067 0.439 -0.228 0.018 -0.041
C -4.923 1.127 0.656 0.008 -0.402 -0.068
C 1.361 -1.635 0.048 -0.453 0.312 0.387
C 2.301 -4.352 1.711 -0.117 -0.033 -0.124
H -4.732 1.091 -2.376 0.039 0.047 -0.025
H -1.526 -0.854 1.721 0.034 0.025 -0.113
O 2.378 -4.497 3.031 0.248 -0.148 0.672
C 0.650 -0.152 -3.608 0.360 0.331 -0.036
C -0.918 3.109 3.509 -0.183 -0.186 -0.281
C 0.381 -1.314 0.964 0.464 -0.074 -0.615
H -7.739 -2.296 1.298 0.070 0.019 -0.076
H -2.237 1.043 -4.510 -0.065 -0.048 0.046
H 4.091 1.852 -2.596 0.248 0.011 0.031
O -0.116 3.041 4.659 -0.087 -0.033 0.162
C -2.588 0.244 -3.843 0.287 -0.180 -0.124
H 1.560 1.796 -3.773 -0.101 -0.011 -0.121
H -5.889 -1.747 -1.625 -0.077 0.031 -0.135
C 4.911 1.920 -1.882 0.050 -0.020 -0.343
C 5.671 0.580 -1.773 -0.004 -0.036 -0.239
H -1.375 -2.772 -0.651 0.085 -0.061 -0.061
C 0.566 1.386 -3.594 -0.037 -0.420 -0.132
C -3.602 2.308 -0.962 -0.047 0.039 -0.595
H 1.502 -0.466 -2.998 -0.003 0.048 -0.094
H -0.707 0.729 -0.077 -0.339 -0.401 -0.023
C 1.247 1.919 1.008 0.063 -0.128 -0.325
H -1.954 3.095 3.851 0.029 0.017 -0.093
C 5.482 0.453 0.636 0.091 0.065 0.332
C -3.780 1.638 -2.328 -0.158 0.235 0.411
H 0.800 -0.516 -4.630 -0.009 -0.049 0.039
H -3.561 -0.104 -4.213 0.052 0.015 -0.011
N 2.496 -1.624 0.771 -0.827 0.250 -0.352
C -0.650 1.922 2.570 -0.300 0.287 0.237
H 4.824 2.383 1.415 0.187 -0.025 -0.052
O 1.259 -4.216 1.123 -0.090 -0.195 -0.131
C 3.674 -4.413 1.076 -0.045 0.139 -0.055
H -5.606 0.746 -0.114 0.137 -0.034 0.136
C 5.252 1.981 0.498 0.050 -0.005 0.271
H -1.328 -1.178 -4.868 -0.015 -0.034 0.043
H 4.416 -4.222 1.851 0.033 -0.077 -0.047
N -1.350 -0.152 -0.251 -0.245 0.005 -0.005
C -1.089 -1.187 0.775 0.243 -0.334 0.033
H -0.865 1.633 -2.105 0.090 0.056 0.020
N 2.235 2.028 -1.482 0.008 -0.086 -0.412
H -4.370 3.076 -0.828 0.092 0.013 -0.002
H 2.649 1.948 3.083 -0.084 -0.044 0.137



Record 2
103
Properties=species:S:1:pos:R:3:forces:R:3 method="wB97M-V/def2-TZVPD" e_lumo_ev=-4.60 max_force_ev_per_a=11.14 charge=+1 de_lowest_ev=2.025 multiplicity=1
H 1.669 -2.769 5.038 0.792 -3.606 1.110
O 1.303 3.204 2.429 0.703 -0.244 1.221
C 0.431 -2.099 3.605 -2.503 -0.622 -2.505
H 0.067 0.097 3.462 -2.077 0.755 0.672
H -3.481 3.668 5.042 -0.319 -1.571 -0.065
H 4.141 0.036 -2.281 -1.365 -0.217 -1.191
H -0.731 -6.941 -1.299 1.591 0.166 -1.221
H 5.651 -1.172 2.086 -1.452 0.262 0.955
H 0.652 3.984 2.447 1.492 -1.744 0.915
C -3.524 3.690 3.950 0.303 -0.861 0.046
C 4.216 2.313 4.487 -6.453 2.573 8.182
C -3.099 2.690 1.570 -0.088 8.467 3.887
C -2.002 4.687 -2.452 -2.496 1.941 -5.669
C -2.156 5.021 -3.898 -2.308 -0.345 5.773
O -0.927 -4.678 -3.289 2.121 -1.973 1.695
C 3.619 2.686 5.930 6.542 -2.054 -4.788
O -3.038 5.025 -1.593 5.252 -2.722 1.508
O -2.566 1.546 3.523 0.929 -1.768 0.724
O 0.779 3.344 -5.530 -1.371 0.778 3.380
C 1.331 0.203 -4.554 -0.489 -4.213 2.526
O 1.322 -2.048 4.627 -0.752 5.044 -0.015
H 0.822 -7.420 -2.524 -2.975 1.423 0.851
C -0.800 3.904 -2.028 -1.815 0.364 1.039
O -2.387 -2.901 -1.969 -2.361 2.147 -1.342
H -3.147 5.586 -4.101 1.966 -0.969 -0.166
N -0.225 -0.729 1.492 -0.848 -0.304 -1.095
H -2.162 -1.233 0.568 -0.315 0.780 -2.357
H -2.222 -0.827 2.280 0.532 0.279 -0.540
H -1.895 -3.605 -2.411 0.022 -0.384 -0.588
C 3.353 2.316 3.410 2.138 -1.362 -3.816
H -0.708 1.399 1.539 -0.698 -0.028 1.792
O -1.546 4.981 -6.091 -0.135 0.217 -4.002
C 4.220 -2.681 2.006 0.499 -1.485 -1.782
C -0.073 -5.330 -2.626 -1.622 0.990 -1.090
H 0.862 -2.765 2.849 -0.595 -0.381 -0.111
H 0.833 0.956 0.978 -1.056 -0.094 -0.919
C -3.876 -3.130 -4.044 2.441 3.836 6.287
O -3.364 -0.523 -1.465 1.254 1.795 1.932
H 4.278 -0.605 1.200 -0.532 -0.842 0.193
C -5.101 -2.640 -4.556 -1.162 -3.916 -5.523
O 1.984 3.689 7.203 0.909 -0.833 -1.945
C -3.873 -1.075 -2.382 -3.616 -0.992 -1.973
H 3.981 2.932 7.774 -0.296 0.225 0.081
C -0.098 3.872 -4.578 1.720 -3.479 4.553
O -5.627 -3.303 -5.545 1.008 2.394 3.042
C -1.621 -1.238 1.447 -0.345 -4.931 4.605
H 1.819 0.569 -5.408 1.534 -0.558 -1.112
C 2.339 3.261 6.061 -1.205 1.144 5.142
H -4.100 2.919 1.298 -0.846 1.781 -0.253
H 0.519 -2.595 0.638 -0.733 -1.738 1.248
H -1.639 -2.512 1.729 0.418 3.751 -0.795
H -4.516 3.859 3.601 -0.842 0.574 -0.034
H 4.103 0.297 -3.985 0.548 1.541 -1.977
H -0.832 0.907 -0.017 1.489 -1.632 0.944
H -3.307 -3.993 -4.372 -0.561 0.037 -0.086
H 3.949 -0.835 2.902 0.579 0.405 0.658
O 4.466 2.647 6.983 -1.385 -0.271 -1.765
C -5.780 -1.432 -4.155 2.124 4.771 5.662
H 3.738 -1.161 -3.438 0.304 -3.312 -0.569
H -3.125 1.856 1.220 0.997 -10.297 -4.133
O -6.928 -1.060 -4.694 0.875 1.257 2.245
H 2.052 -5.142 -2.379 0.057 -0.234 0.431
H 0.511 3.677 -6.373 -0.494 0.546 -1.272
C 2.023 2.845 3.566 -5.536 5.420 4.546
C 1.152 -4.619 -2.057 -0.489 0.861 0.039
C -0.250 0.652 0.949 1.530 1.990 -1.641
H -2.957 4.573 3.903 0.794 1.524 -1.380
C 2.073 0.074 -3.167 0.394 2.016 -1.344
C 0.380 -0.697 2.845 1.403 -1.337 1.498
H 1.092 -4.533 -0.923 0.223 -0.301 -1.436
H 1.719 -1.430 0.535 -1.434 0.832 0.271
H 5.018 -4.525 2.396 -2.313 -3.546 -0.531
H 1.225 -3.602 -2.519 -0.291 -0.753 0.592
H -7.081 -1.468 -5.511 -0.284 -1.631 -2.077
H 4.712 -3.477 3.998 0.223 -1.063 -1.709
H -5.420 0.210 -2.622 -2.466 4.733 1.664
H 1.380 -0.282 2.777 0.784 -0.759 -0.872
C 1.565 3.362 4.963 -2.708 -0.746 -8.121
H -0.719 -2.441 3.826 2.849 0.742 -0.009
H 0.755 -0.842 -4.607 1.465 2.032 -0.655
H 0.568 0.875 -4.500 -2.393 1.879 0.957
C -0.238 -6.827 -2.342 -0.558 -1.406 -0.481
H 5.159 2.107 4.635 4.875 -1.471 -0.450
O -0.699 3.600 -0.851 0.533 -0.223 0.025
C 0.595 -1.560 0.552 0.546 1.033 -3.393
C -5.140 -0.621 -3.036 0.641 -7.388 -5.604
O 3.733 1.968 2.261 -0.879 0.300 1.379
C -3.400 -2.373 -2.806 2.113 -6.343 -3.433
H -1.126 -7.284 -2.962 2.088 0.977 0.608
C 3.558 -0.180 -3.253 0.028 1.374 3.927
H 6.068 -3.800 2.896 1.912 2.295 0.162
C -2.997 2.549 3.047 -0.528 1.753 1.373
O 1.517 0.313 -2.115 -0.074 -0.609 -0.522
C -1.322 4.586 -5.010 0.370 1.143 4.057
C 4.512 -1.245 2.074 1.719 1.242 -0.909
C 5.019 -3.643 2.901 -1.137 2.366 1.943
H 0.555 3.895 5.112 1.714 -1.022 -0.606
C 0.038 3.482 -3.085 -0.091 1.886 -7.827
O 3.440 -3.159 1.183 0.373 0.442 1.051
H 0.125 -1.423 -0.508 1.103 0.339 1.818
H 0.803 2.798 -2.981 1.631 -1.164 0.944
H -3.671 5.467 -2.057 -2.778 1.954 -2.168
H -2.295 3.293 1.158 -0.378 0.368 -0.285